This record from the Open Molecules 2025 dataset describes C52H96KN2O20S7 as an isolated structure at a distorted geometry. The level of theory is ωB97M-V/def2-TZVPD.

Geometry (Å):
K  0.0282  11.6087  -29.2005
C  1.0042  16.3402  -29.4558
C  0.3675  15.1158  -29.5910
C  -0.7786  14.9762  -30.5836
O  -1.5335  13.9512  -30.6035
C  -1.1839  15.9880  -31.4087
C  -0.4015  17.1929  -31.4815
C  0.7697  17.3735  -30.4128
O  1.3495  18.4441  -30.4138
O  -0.7001  18.2041  -32.1758
O  0.7909  14.2401  -28.7583
H  1.8500  16.4024  -28.7871
H  -2.0067  15.7776  -32.0759
C  -3.2408  9.9580  -33.1836
C  -3.9089  11.1450  -33.9005
C  -4.2187  10.7373  -35.3880
S  -4.9778  9.0886  -35.2054
O  -4.5295  8.2138  -36.2825
O  -6.3946  9.2541  -34.8332
C  -3.9286  8.6562  -33.6691
H  -3.2368  10.1013  -32.1031
H  -2.1745  9.9539  -33.4096
H  -3.2404  12.0058  -33.8867
H  -4.7553  11.3527  -33.2458
H  -3.2297  10.6822  -35.8429
H  -4.7400  11.4328  -36.0458
H  -3.1273  7.9730  -33.9508
H  -4.5406  8.1427  -32.9275
C  5.4870  14.9555  -29.3640
C  6.3932  13.8381  -29.9983
C  5.4769  12.9049  -30.8414
S  3.6913  12.9890  -30.0963
O  3.2955  11.6855  -29.6093
O  2.8895  13.7805  -31.0468
C  4.4289  14.1146  -28.7586
H  4.9866  15.5219  -30.1494
H  6.0151  15.5533  -28.6211
H  6.9225  13.2555  -29.2442
H  7.2440  14.1826  -30.5862
H  5.7816  11.8722  -30.6717
H  5.3489  13.0755  -31.9103
H  4.8114  13.4438  -27.9893
H  3.6520  14.7661  -28.3584
C  2.7351  6.0547  -31.2308
C  3.8218  7.1737  -31.1969
C  3.2392  8.4122  -31.8915
S  1.4438  8.4689  -31.4461
O  0.7254  8.7533  -32.6745
O  1.1794  9.3349  -30.2434
C  1.4147  6.6854  -30.9774
H  2.9945  5.2775  -30.5120
H  2.6855  5.6398  -32.2375
H  4.7035  6.8677  -31.7600
H  4.1307  7.5721  -30.2305
H  3.3401  8.3968  -32.9767
H  3.7117  9.3568  -31.6223
H  0.6586  6.2329  -31.6190
H  1.0252  6.6151  -29.9618
C  -5.2680  7.4649  -27.3852
C  -5.9750  8.4751  -28.3127
C  -4.9660  8.7271  -29.5262
S  -3.2354  8.5675  -28.7992
O  -2.6354  9.8338  -28.5866
O  -2.5173  7.4877  -29.5110
C  -3.8377  7.9454  -27.1501
H  -5.4029  6.4726  -27.8155
H  -5.7562  7.3995  -26.4129
H  -6.0960  9.4387  -27.8178
H  -7.0033  8.3108  -28.6347
H  -5.0942  9.6762  -30.0468
H  -5.0475  7.8030  -30.0985
H  -3.9149  8.7711  -26.4427
H  -3.0567  7.2834  -26.7761
C  6.2475  8.4935  -27.7924
C  5.2694  9.5875  -28.2356
C  4.3870  9.9099  -27.0738
S  5.6183  10.0732  -25.6784
O  4.8752  9.7812  -24.4217
O  6.4292  11.3306  -25.8664
C  6.5472  8.6091  -26.3300
H  7.1241  8.4396  -28.4379
H  5.8063  7.5321  -28.0551
H  4.6910  9.3126  -29.1176
H  5.7660  10.4962  -28.5759
H  3.8232  9.0543  -26.7019
H  3.7963  10.8222  -27.1561
H  6.0908  7.8195  -25.7332
H  7.5982  8.6585  -26.0453
C  0.5697  12.8552  -34.8155
C  0.5640  11.3486  -34.4784
C  1.8408  10.7182  -35.0476
S  3.1395  12.1456  -34.9725
O  3.5328  12.7196  -36.2585
O  4.1438  11.9571  -33.8666
C  1.9130  13.3298  -34.3560
H  -0.1558  13.5167  -34.3421
H  0.3680  12.9158  -35.8849
H  -0.3561  10.9224  -34.8781
H  0.5808  11.2402  -33.3939
H  1.9648  10.1754  -35.9846
H  2.1388  10.0464  -34.2426
H  2.1874  14.3688  -34.5387
H  1.9289  13.3538  -33.2664
C  -3.4889  14.6666  -25.7937
C  -3.5000  14.5891  -27.3451
C  -3.2913  13.1238  -27.8067
S  -2.4791  12.2768  -26.4069
O  -1.1122  11.8373  -26.8253
O  -3.4477  11.2559  -25.8558
C  -2.2923  13.7794  -25.3598
H  -4.4080  14.2060  -25.4315
H  -3.3772  15.6221  -25.2812
H  -2.7018  15.1985  -27.7690
H  -4.4914  14.8771  -27.6947
H  -2.7852  12.9172  -28.7497
H  -4.2467  12.6006  -27.8455
H  -1.2800  14.0948  -25.6125
H  -2.1824  13.5300  -24.3044
C  1.5846  17.2854  -23.8697
C  2.5987  16.5492  -24.7210
C  3.9396  16.4033  -23.8771
C  3.9828  15.0938  -23.0730
C  3.5450  13.8187  -23.8132
C  2.1967  13.9629  -24.5045
N  2.0769  15.2800  -25.2456
O  0.8243  15.4612  -25.8817
C  2.0065  12.7294  -25.4520
C  1.0961  13.8450  -23.5053
C  2.9661  17.4579  -25.9249
H  1.6208  17.0391  -22.8085
H  0.5634  17.1321  -24.2187
H  1.4696  18.3679  -23.9250
H  4.7578  16.4286  -24.5968
H  4.1183  17.2282  -23.1874
H  3.4280  15.1814  -22.1388
H  4.9863  14.9533  -22.6711
H  3.5093  13.1035  -22.9914
H  4.2566  13.4081  -24.5296
H  1.1057  12.8385  -26.0560
H  2.8635  12.8075  -26.1211
H  1.9825  11.8176  -24.8552
H  0.0475  13.8441  -23.8030
H  1.2310  12.9082  -22.9646
H  1.0668  14.6978  -22.8271
H  3.5211  18.3273  -25.5724
H  2.0984  17.7831  -26.4989
H  3.5724  16.8296  -26.5774
H  1.1032  15.2701  -26.7802
C  0.1077  8.9055  -26.4103
C  0.4042  7.4871  -25.7837
C  0.0388  7.4843  -24.2899
C  0.0588  6.0422  -23.6820
C  -0.8800  5.1387  -24.4822
C  -0.5151  5.0958  -26.0333
N  -0.4221  6.4804  -26.5369
O  -0.1506  6.4765  -27.8469
C  0.6752  4.1732  -26.3178
C  -1.6417  4.3921  -26.7780
C  1.9393  7.2759  -25.9259
H  -0.9789  8.9920  -26.4046
H  0.5944  8.9809  -27.3827
H  0.3877  9.7117  -25.7322
H  0.7490  8.1157  -23.7560
H  -0.9821  7.8572  -24.2073
H  -0.2114  6.1149  -22.6285
H  1.0596  5.6199  -23.7728
H  -1.9039  5.5056  -24.4112
H  -0.9348  4.1334  -24.0644
H  1.4932  4.4910  -25.6713
H  0.5416  3.0942  -26.2399
H  0.9523  4.2476  -27.3693
H  -2.5777  4.9480  -26.7239
H  -1.4226  4.2600  -27.8376
H  -1.8465  3.3725  -26.4516
H  2.2972  7.3375  -26.9537
H  2.3412  6.3149  -25.6047
H  2.4706  8.0522  -25.3753
H  -0.7628  7.1174  -28.2158

Force components x, y, z for each atom (eV/Å):
0.0 0.7 -0.2
-0.8 0.1 -1.8
1.7 1.3 1.6
-1.6 -1.1 0.0
0.7 -1.9 1.2
2.0 1.8 -0.5
-1.3 1.7 -0.3
-0.6 0.1 -0.1
0.6 0.6 -0.1
0.8 -1.9 0.9
-1.2 -2.0 -0.3
0.0 0.2 0.2
-0.1 0.2 0.0
0.1 0.0 -0.7
-0.2 0.0 0.0
0.6 0.2 1.4
0.8 0.1 0.9
-0.9 0.5 0.6
2.0 -0.4 -0.6
0.2 0.4 -0.2
-0.5 -0.1 0.0
0.0 -0.3 -0.3
-0.2 0.1 0.0
-0.5 0.5 -0.7
0.0 -0.8 -0.2
-0.7 -0.2 0.5
-0.4 -0.2 -0.5
-0.3 0.3 -0.1
0.9 -1.9 -1.3
-0.2 0.4 -0.8
-0.9 -0.6 0.9
2.9 3.3 -1.3
-0.5 0.0 0.1
0.8 -1.6 1.5
-2.4 -0.3 0.9
0.5 0.5 0.0
-0.2 0.1 -0.2
-0.5 -0.1 0.5
-0.3 0.4 -0.4
-0.1 -0.1 -0.3
0.2 0.3 0.1
-0.1 -0.1 0.1
-0.5 -0.5 0.1
1.4 0.8 0.0
-0.3 0.8 -0.8
-0.2 0.4 0.0
1.1 1.2 1.4
-0.2 -0.3 0.6
0.6 -2.1 -2.5
-2.1 0.4 0.3
-0.2 -0.1 -0.1
0.4 -0.2 0.0
0.1 -0.1 0.2
-0.1 -0.9 0.4
-0.5 -0.4 -0.1
-0.1 0.0 0.4
-0.2 0.2 0.0
0.3 0.2 0.1
-0.8 -0.4 0.0
1.6 1.8 -0.4
-0.1 -1.3 1.5
-2.1 -2.4 0.5
1.0 1.4 -0.5
-0.7 1.4 0.9
0.1 0.3 -0.9
0.6 -0.2 -0.1
-0.1 0.1 0.0
0.3 0.1 0.4
0.3 -0.9 -0.3
0.1 -0.3 -0.1
0.1 0.4 -0.8
0.4 0.5 -0.4
-0.3 -0.4 -0.1
-0.1 -0.5 -1.5
0.0 0.4 -0.8
0.8 0.3 1.4
-0.8 1.8 -0.6
1.9 0.5 -1.8
-1.6 -2.8 0.7
0.0 0.2 1.7
0.3 0.6 0.3
-0.4 -0.2 0.6
-0.1 -0.3 0.1
0.3 0.1 0.3
-0.3 0.1 -0.3
0.0 -0.2 0.0
0.1 -0.2 -0.1
-0.1 0.3 -0.1
-0.1 -0.1 -0.4
-0.7 1.0 -0.5
1.6 0.3 1.3
-0.2 2.0 2.3
0.2 -1.6 0.5
-1.6 -0.5 -2.6
0.5 0.4 0.7
-0.4 -0.6 0.3
0.4 0.4 -0.2
0.1 -0.4 0.1
-0.1 -0.2 -0.1
-0.7 0.5 -0.2
0.5 -0.1 -0.3
0.2 -0.2 -0.9
0.1 -0.7 0.2
1.1 -1.3 0.1
0.1 0.0 0.0
-0.6 -0.4 1.2
0.4 -1.5 -0.3
-2.2 0.3 1.1
2.1 2.1 -0.8
-0.2 -0.9 -0.2
0.0 0.0 0.2
-0.1 0.3 -0.7
-0.2 0.2 -0.1
0.3 0.4 -0.3
0.4 0.6 0.1
-0.1 0.0 0.0
-0.1 0.6 -0.6
-0.7 -0.3 0.0
-1.8 0.4 0.6
0.7 1.5 0.4
-0.8 -1.5 -0.8
0.5 0.2 -0.1
0.2 0.9 0.5
-1.6 0.1 -0.8
1.9 -1.3 0.2
0.6 -0.3 0.8
0.5 1.8 -0.3
-1.1 0.2 1.8
-0.3 -0.8 0.2
0.0 -0.2 0.1
-0.1 -1.0 0.0
1.4 0.4 -0.1
0.2 -0.2 0.0
-0.4 0.3 -0.2
-0.6 0.1 -0.1
0.3 -0.1 -0.3
-0.4 -0.5 -0.3
0.4 0.5 0.0
-0.1 -0.1 0.1
0.1 -0.6 -0.3
0.2 0.0 -0.1
0.2 -0.2 -1.0
0.0 0.1 0.4
0.5 -0.1 0.5
0.0 0.0 -0.1
-0.1 0.0 0.1
0.2 0.3 -0.2
-0.6 -0.2 -1.1
-0.5 -1.4 1.2
1.2 0.4 -0.7
-0.2 -1.4 -0.4
-0.1 0.7 -1.0
0.1 0.4 -1.0
-0.8 -1.3 0.9
-0.7 0.2 4.0
1.1 0.1 -2.6
1.1 0.7 0.0
-1.0 0.1 -0.5
0.2 -0.3 -0.2
-0.1 0.1 -0.7
-0.3 0.3 0.0
0.6 -0.1 -0.1
-0.2 0.2 0.0
0.0 0.3 0.2
0.0 -0.2 0.0
0.2 0.1 0.3
-0.1 0.3 0.0
0.3 -0.2 -0.2
0.4 -0.4 -0.3
-0.6 0.1 0.7
0.3 0.6 0.0
-0.1 0.1 0.1
0.2 0.3 -0.1
0.2 0.1 0.6
-0.4 0.2 -0.3
-0.3 0.0 0.4
-0.1 0.1 0.2
-0.3 0.0 -0.6

Properties
Lowest unoccupied orbital energy ... 1.234 eV
Max |F| ... 0.0892 hartree/bohr
DFT total energy ... -7040.33756 Eh
Spin multiplicity ... 1
Total charge ... -1
Highest occupied orbital energy ... -3.41 eV
HOMO-LUMO gap ... 4.64 eV

Here are the Löwdin charges for atoms 1 to 5, given in e:
1 K 0.721
2 C -0.022
3 C -0.386
4 C -0.414
5 O -0.136